1.
C3H5N2 | ωB97M-V/def2-TZVPD

Geometry as XYZ:
```
10
Properties=species:S:1:pos:R:3:forces:R:3
C 0.851 1.107 -0.076 -0.513 -4.387 0.834
C -1.278 -0.397 0.027 -0.519 -1.577 0.071
C 1.068 -0.220 0.042 -1.472 1.542 -2.026
N -1.484 0.819 0.069 0.757 2.576 -0.361
N -0.114 -1.029 -0.060 1.963 -2.680 2.007
H 1.514 1.887 -0.145 1.201 2.056 -0.094
H -2.299 -0.863 0.009 0.668 -0.171 0.168
H 2.004 -0.772 -0.190 -0.594 0.656 0.692
H -0.269 1.461 -0.075 -0.725 0.254 0.072
H 0.008 -1.993 0.399 -0.767 1.730 -1.363
```
Forces are in eV/Å.

Summary:
Total energy: -6160.3238 eV
Charge: +1
HOMO level: -15.56 eV
Gap between HOMO and LUMO: 7.64 eV
Molecular weight: 69.1 g/mol
Energy relative to the best compared isomer or geometry (same formula, charge and spin): 537.3 kJ/mol

Mulliken atomic charge list, values in e, 8 entries: C -0.552; C 0.226; C -0.106; N -0.234; N -0.173; H 0.396; H 0.362; H 0.354

***

2.
C2H3INO2 | ωB97M-V/def2-TZVPD

Geometry as XYZ:
```
9
Properties=species:S:1:pos:R:3:forces:R:3
C 1.308 -0.722 -0.226 -2.148 1.016 1.164
C -0.679 0.890 -0.016 3.532 -1.376 3.754
N 0.351 0.006 0.890 -1.483 1.923 -3.630
O 1.937 -1.638 0.236 1.127 -1.406 0.925
O 1.215 -0.269 -1.366 0.227 0.411 -0.561
I -2.679 -0.312 -0.368 -1.903 -1.181 -0.453
H -1.071 1.796 0.425 0.029 0.323 0.324
H -0.170 0.949 -0.935 0.301 0.452 -1.443
H -0.213 -0.702 1.358 0.318 -0.162 -0.081
```
Forces are in eV/Å.

Summary:
Total energy: -15805.5660 eV
Expectation value of S²: 2.0075
Charge: -1
HOMO level (spin up / spin down): -2.00 / -4.50 eV
Gap between HOMO and LUMO (spin up / spin down): 4.98 / 4.34 eV
2S+1: 3
Molecular weight: 200.0 g/mol

Mulliken atomic charge list, values in e, 8 entries: C 0.619; C -0.728; N -0.435; O -0.672; O -0.674; I -0.030; H 0.398; H 0.294

***

3.
C5H12N3 | ωB97M-V/def2-TZVPD

Geometry as XYZ:
```
20
Properties=species:S:1:pos:R:3:forces:R:3
C -0.251 -1.981 0.038 0.741 1.941 -0.008
C -1.610 -1.653 -0.040 1.095 -0.798 1.184
C -1.795 -0.304 0.106 4.802 -1.413 -2.914
C -3.073 0.374 -0.123 -1.372 1.052 -0.844
C -0.061 1.586 0.054 2.385 0.426 -1.754
N 0.508 -0.899 0.056 0.286 1.129 0.346
N -0.289 0.199 -0.092 -6.473 -1.967 1.601
N 3.154 -0.474 -0.084 -0.200 -1.255 -0.589
H 0.337 -2.841 0.121 -0.054 -1.713 -0.027
H -2.257 -2.489 -0.047 -1.270 -0.088 -0.040
H 2.764 -0.163 -0.971 0.488 0.100 -0.190
H -3.221 1.112 0.655 -0.026 0.850 -0.285
H -3.914 -0.327 0.114 0.928 0.183 -0.535
H -3.246 0.790 -1.217 0.575 -0.704 2.360
H 0.958 1.648 -0.265 1.130 0.740 0.222
H -0.521 2.199 -0.719 -0.749 -0.437 0.031
H -0.159 2.049 0.995 -0.345 0.064 1.388
H 3.859 0.191 0.187 0.020 0.399 0.441
H 3.671 -1.341 -0.289 -0.278 0.437 0.050
H 1.684 -0.895 0.272 -1.680 1.053 -0.439
```
Forces are in eV/Å.

Summary:
Total energy: -9841.4654 eV
Charge: +1
HOMO level: -13.75 eV
Gap between HOMO and LUMO: 10.33 eV
Molecular weight: 114.2 g/mol
Energy relative to the best compared isomer or geometry (same formula, charge and spin): 265.0 kJ/mol

Mulliken atomic charge list, values in e, 8 entries: C -0.178; C -0.671; C 0.474; C -1.130; C -0.850; N -0.180; N 0.167; N -0.830

***

4.
C4H15N2O2 | ωB97M-V/def2-TZVPD

Geometry as XYZ:
```
23
Properties=species:S:1:pos:R:3:forces:R:3
C -1.469 -1.885 -1.540 -0.001 0.643 -1.592
C -0.157 -1.108 -1.777 0.617 -0.304 0.182
C 0.107 -0.016 -0.734 0.294 -0.772 0.394
N -0.135 2.407 0.797 0.907 -1.231 0.746
C -0.514 2.343 -0.451 -0.304 1.145 0.174
N -0.450 1.265 -1.165 0.492 -0.800 -0.239
H -2.053 -1.679 -2.447 -0.382 -0.186 0.391
H -1.395 -2.966 -1.522 0.291 -0.059 0.406
H -2.023 -1.483 -0.700 -0.046 -0.205 0.243
H -0.117 -0.736 -2.811 -0.296 0.505 0.287
H 0.757 -1.707 -1.820 -0.323 -0.469 0.489
H 1.169 0.016 -0.458 -0.294 0.658 -0.794
H -0.336 -0.274 0.237 -0.368 -0.093 -0.248
H -0.124 3.186 1.424 -0.497 0.864 -0.524
H 0.423 1.650 1.201 -0.021 -0.244 -0.266
H -0.902 3.249 -0.903 -0.184 -0.140 -0.064
H -0.771 1.232 -2.118 -0.135 0.609 -0.101
H 1.218 -1.457 3.688 -0.488 0.349 -0.114
H -0.087 -1.915 3.109 -0.542 -0.435 -0.115
O 0.443 -1.128 3.191 1.134 0.011 0.175
H 2.771 0.841 1.740 0.050 -0.393 0.299
H 1.664 -0.324 1.739 0.285 0.218 0.484
O 1.981 0.492 1.321 -0.191 0.330 -0.212
```
Forces are in eV/Å.

Summary:
Total energy: -11460.6718 eV
Charge: +1
HOMO level: -14.34 eV
Gap between HOMO and LUMO: 11.71 eV
Molecular weight: 123.2 g/mol
Energy relative to the best compared isomer or geometry (same formula, charge and spin): 56.5 kJ/mol

Mulliken atomic charge list, values in e, 8 entries: C -1.057; C -0.751; C -0.646; N -0.188; C 0.084; N -0.026; H 0.271; H 0.312

***

5.
C40H55Br2F9NO13P | ωB97M-V/def2-TZVPD

Geometry as XYZ:
```
121
Properties=species:S:1:pos:R:3:forces:R:3
C 1.536 -3.399 0.160 -0.404 0.224 0.932
C -0.035 -3.252 0.141 0.446 -0.937 0.125
C -0.707 -3.427 -1.272 0.118 0.714 0.739
C -0.569 -2.186 -2.221 -0.316 -0.484 -0.665
C -1.542 -2.324 -3.480 1.177 0.450 -0.718
C -2.243 -0.981 -3.870 -0.676 0.326 -0.038
C -3.294 -0.445 -2.809 -0.026 -0.256 -0.261
C -4.681 -0.009 -3.420 0.096 1.133 0.010
C -5.060 1.426 -2.833 -0.141 -0.975 0.006
C -5.394 1.316 -1.297 -1.032 0.488 -0.014
C -5.344 2.693 -0.518 1.517 -0.596 0.138
C -3.902 3.278 -0.714 0.460 0.980 -0.307
C -3.807 4.427 -1.632 1.427 -0.005 0.530
C -2.546 5.077 -1.923 -0.619 -2.853 2.318
C -1.374 4.467 -1.262 -1.709 1.415 -1.167
C -1.425 3.344 -0.355 -0.393 0.351 0.362
C -0.070 2.837 0.249 -0.217 0.106 -1.613
C 0.645 2.029 -0.942 -1.285 -0.806 0.162
C 1.375 0.728 -0.458 1.174 0.391 -1.283
C 2.711 1.090 0.302 -1.572 -0.388 -0.010
O 2.550 0.581 1.673 1.196 1.537 -0.136
C 3.236 1.486 2.507 0.890 -0.190 -0.014
C 4.770 1.683 2.175 -1.199 -0.759 -0.730
O 2.661 2.076 3.371 0.145 -0.412 -0.155
C -2.717 2.714 -0.026 0.103 1.374 -2.429
C -2.813 1.553 0.974 -0.635 2.152 1.916
Br -2.605 -0.332 0.549 0.219 1.239 0.064
C -3.080 1.861 2.294 0.294 -2.124 -0.717
C -3.216 0.699 3.366 -0.244 0.613 0.009
Br -3.279 3.707 2.893 0.127 -1.350 -0.415
C -0.190 5.334 -1.762 -1.645 -1.687 1.429
O 0.948 5.225 -1.401 -0.112 0.610 -0.766
N -0.718 6.291 -2.726 0.720 -1.200 -1.922
P -0.052 6.121 -4.335 1.199 3.218 -2.042
O 0.258 7.482 -4.832 -0.160 -1.609 0.452
O -1.141 5.379 -5.361 1.569 -0.195 1.771
O 1.324 5.210 -4.368 -2.201 -0.081 0.585
C -2.189 6.301 -2.801 0.285 -2.565 1.956
O -2.886 7.041 -3.406 0.363 0.035 -0.034
H 2.033 -2.581 -0.415 -0.287 -0.802 0.265
H 1.874 -4.423 -0.135 -0.254 1.146 -0.142
H 1.853 -3.289 1.238 -0.164 0.014 -1.067
H -0.436 -4.083 0.792 0.337 0.866 -0.539
H -0.293 -2.299 0.669 -0.017 -0.598 -0.683
H -0.228 -4.318 -1.752 -0.648 0.774 0.263
H -1.796 -3.654 -1.085 0.974 0.211 -0.391
H 0.487 -2.148 -2.613 -0.947 0.068 0.450
H -0.764 -1.199 -1.732 0.063 -0.911 -0.007
H -2.264 -3.174 -3.388 0.420 0.814 0.186
H -0.864 -2.589 -4.345 -0.842 0.074 0.697
H -1.483 -0.165 -4.020 -0.455 -0.878 0.089
H -2.793 -1.057 -4.854 0.706 -0.238 0.871
H -2.848 0.470 -2.323 -0.469 -1.068 -0.149
H -3.473 -1.245 -2.039 0.300 0.889 -0.575
H -5.505 -0.748 -3.232 0.805 0.601 -0.139
H -4.576 0.129 -4.528 -0.138 -0.292 0.839
H -4.187 2.081 -3.078 -0.659 -0.368 0.491
H -5.950 1.866 -3.362 0.759 -0.440 0.439
H -6.458 0.939 -1.234 1.041 0.248 0.001
H -4.776 0.582 -0.729 -0.285 0.570 -0.792
H -5.448 2.507 0.581 -0.180 0.064 -0.847
H -6.151 3.396 -0.837 0.851 -0.442 0.101
H -4.729 4.820 -2.110 0.658 -0.433 0.491
H 0.552 3.736 0.486 -0.555 -0.912 0.210
H -0.219 2.148 1.113 0.050 0.750 -0.554
H 1.277 2.698 -1.584 -0.304 -0.608 0.848
H -0.196 1.685 -1.616 0.840 0.257 0.551
H 1.682 0.164 -1.387 -0.418 0.452 0.861
H 0.716 0.029 0.114 0.548 0.832 -0.195
H 2.767 2.208 0.368 0.235 -0.927 -0.285
H 3.600 0.652 -0.214 -0.586 0.383 0.589
H 4.816 2.574 1.498 0.306 -0.588 0.827
H 5.082 0.796 1.562 -0.013 0.844 0.692
H 5.390 1.778 3.092 -0.634 0.151 -0.741
H -2.239 0.172 3.526 -0.795 0.582 -0.296
H -3.569 1.066 4.359 0.358 0.000 -0.864
H -3.966 -0.072 3.032 0.769 0.843 0.117
H -0.608 5.102 -6.134 -0.456 0.205 0.311
H 1.151 4.269 -4.174 0.212 0.344 -0.013
C -2.250 -2.152 9.279 0.129 -0.305 -0.125
C -3.381 -1.598 8.437 0.121 0.280 0.687
O -3.313 -2.106 7.093 -0.233 -0.354 -0.590
C -3.835 -3.323 6.899 0.004 0.784 1.097
O -4.336 -3.996 7.753 0.022 -0.238 -0.542
C -3.736 -3.709 5.423 0.226 -0.544 -1.790
F -2.528 -3.427 4.899 -0.141 0.103 0.490
F -4.638 -3.051 4.662 0.056 0.088 0.627
F -3.945 -5.013 5.215 -0.049 0.291 0.567
H -1.287 -1.952 8.806 -0.058 0.130 0.047
H -2.257 -1.705 10.274 -0.032 0.019 -0.063
H -2.334 -3.235 9.386 -0.097 0.066 0.064
H -3.289 -0.514 8.363 0.016 -0.097 -0.318
H -4.355 -1.810 8.881 0.043 -0.189 -0.180
C 3.180 -10.086 -1.872 -0.310 0.071 -0.155
C 3.360 -9.349 -0.560 0.458 -0.568 -0.163
O 2.542 -8.168 -0.523 -0.511 0.440 0.239
C 1.261 -8.352 -0.182 0.997 -0.901 -0.062
O 0.769 -9.411 0.080 -0.358 0.470 0.016
C 0.530 -7.009 -0.137 -0.901 1.219 0.104
F 0.818 -6.238 -1.198 0.246 -0.536 0.030
F 0.866 -6.305 0.965 0.147 -0.584 -0.174
F -0.800 -7.150 -0.116 0.421 -0.392 0.028
H 3.372 -9.420 -2.715 0.129 -0.026 0.070
H 3.859 -10.938 -1.931 -0.002 0.058 0.042
H 2.157 -10.452 -1.980 0.067 -0.063 0.096
H 4.393 -9.015 -0.464 -0.172 0.285 0.016
H 3.149 -9.993 0.295 -0.221 0.136 -0.049
C 5.452 4.742 -1.830 0.061 0.153 0.286
C 6.705 3.970 -2.193 -0.661 -0.147 -0.321
O 7.870 4.592 -1.625 0.561 0.012 0.427
C 8.125 4.302 -0.345 -0.957 -0.421 -0.839
O 7.458 3.578 0.337 0.430 0.206 0.276
C 9.414 4.992 0.106 1.239 0.801 0.574
F 9.473 6.273 -0.296 -0.318 -0.318 -0.075
F 10.501 4.377 -0.394 -0.447 -0.146 -0.088
F 9.547 4.998 1.438 -0.396 -0.246 -0.336
H 5.548 5.788 -2.124 -0.033 -0.086 -0.121
H 4.579 4.314 -2.327 0.056 0.019 -0.016
H 5.278 4.727 -0.753 -0.019 -0.101 -0.053
H 6.844 3.979 -3.274 0.278 0.146 0.112
H 6.637 2.924 -1.886 0.142 0.121 0.189
```
Forces are in eV/Å.

Summary:
Total energy: -244311.7399 eV
HOMO level: -9.47 eV
Gap between HOMO and LUMO: 8.43 eV
Molecular weight: 1119.6 g/mol

Mulliken atomic charge list, values in e, 8 entries: C -1.226; C -0.097; C -0.533; C 0.650; C -0.904; C -1.132; C 1.556; C -1.154

***

6.
C32H46F5IrN5O2PS4Sb | ωB97M-V/def2-TZVPD

Geometry as XYZ:
```
97
Properties=species:S:1:pos:R:3:forces:R:3
Ir 1.024 -0.988 -1.095 -1.853 -0.592 0.155
C -3.343 -1.363 -3.632 -0.079 0.248 0.216
N -2.277 -2.276 -3.980 0.359 0.150 0.120
C -2.625 -3.439 -4.775 0.095 -0.287 -0.243
C -1.048 -2.105 -3.449 0.043 0.025 -0.048
N -0.754 -1.211 -2.557 0.862 0.623 1.469
N -0.076 -2.946 -3.947 -0.172 -0.589 -0.067
C 1.268 -2.950 -3.677 -0.054 -0.018 -0.053
N 1.966 -3.909 -4.322 -0.058 0.156 0.041
N 1.822 -2.062 -2.924 0.313 0.767 1.729
H -4.150 -1.464 -4.353 0.050 0.002 0.018
H -2.986 -0.334 -3.680 -0.072 0.049 0.031
H -3.733 -1.585 -2.636 -0.062 0.076 -0.014
H -3.705 -3.475 -4.883 0.071 -0.010 0.000
H -2.321 -4.361 -4.275 -0.026 -0.036 -0.055
H -2.194 -3.384 -5.779 -0.033 -0.073 -0.001
H -1.549 -0.662 -2.253 0.151 0.019 0.095
H -0.385 -3.620 -4.631 0.030 0.096 0.100
H 1.502 -4.675 -4.780 0.023 0.029 -0.076
H 2.943 -4.039 -4.113 -0.073 0.012 0.030
H 2.831 -2.170 -2.870 -0.019 -0.012 0.138
C 5.043 1.762 1.681 0.153 -0.253 -0.185
C 5.456 0.299 1.621 0.177 0.407 1.136
C 4.690 -0.572 2.601 0.110 -0.032 -0.347
O 5.327 -0.173 0.268 -0.629 -0.396 -1.114
P 4.078 -0.567 -0.602 0.394 0.166 0.177
S 3.116 -2.236 0.016 -1.485 1.449 -0.704
S 2.671 0.922 -0.824 -0.440 -1.755 -0.118
O 4.733 -0.948 -1.980 -0.407 -0.323 0.292
C 5.680 -0.182 -2.783 0.485 0.387 -0.411
C 5.212 1.246 -2.975 -0.115 -0.252 -0.076
C 7.080 -0.253 -2.199 -0.230 -0.142 0.012
H 5.244 2.166 2.669 -0.025 0.008 0.103
H 3.983 1.855 1.456 -0.059 0.069 0.114
H 5.609 2.342 0.956 0.044 0.090 -0.052
H 6.534 0.199 1.806 -0.267 0.077 -0.072
H 3.619 -0.525 2.401 0.015 0.041 0.126
H 4.879 -0.224 3.614 0.017 0.064 0.070
H 5.019 -1.607 2.531 0.029 -0.092 0.030
H 5.655 -0.722 -3.736 -0.004 0.136 0.173
H 5.231 1.786 -2.029 0.052 0.113 0.061
H 4.202 1.280 -3.378 -0.027 0.053 -0.050
H 5.882 1.746 -3.668 0.089 0.076 -0.057
H 7.181 0.388 -1.329 0.006 0.053 0.050
H 7.789 0.075 -2.953 0.076 0.007 -0.080
H 7.319 -1.273 -1.911 0.097 -0.088 -0.013
C 1.906 2.062 3.708 -0.114 -0.526 -0.031
S 1.255 0.715 2.686 -0.088 0.126 0.152
C 0.465 -0.271 3.977 0.396 0.192 -0.053
H 1.093 2.535 4.252 0.012 0.064 0.039
H 2.376 2.783 3.047 0.039 0.089 -0.027
H 2.638 1.656 4.400 0.134 0.128 0.115
H 1.232 -0.730 4.594 -0.053 -0.105 0.188
H -0.115 -1.051 3.495 -0.096 -0.050 -0.003
H -0.175 0.365 4.580 -0.101 -0.009 0.083
S -0.400 1.069 -0.125 0.573 -1.354 -1.169
Sb -2.431 1.106 1.104 -0.295 0.595 0.251
C -3.825 -0.522 1.434 0.797 0.729 -0.115
C -4.307 -0.817 2.693 0.036 0.088 0.264
C -5.305 -1.770 2.828 -0.018 -0.024 0.042
C -5.796 -2.426 1.712 -0.022 -0.032 0.041
C -5.282 -2.146 0.456 0.038 0.050 -0.054
C -4.295 -1.187 0.317 0.059 -0.016 -0.232
C -3.518 2.512 -0.099 0.447 -0.551 0.428
C -4.032 2.119 -1.324 0.001 -0.072 -0.104
C -4.672 3.046 -2.127 0.010 -0.127 -0.062
C -4.790 4.361 -1.711 -0.005 0.082 0.045
C -4.284 4.747 -0.482 -0.020 0.054 -0.005
C -3.648 3.822 0.329 0.072 0.053 0.214
C -1.889 2.331 2.791 -0.295 -0.610 -0.430
C -2.341 2.102 4.079 -0.117 -0.140 0.090
C -2.004 2.989 5.091 -0.006 0.036 0.081
C -1.234 4.106 4.810 -0.061 -0.032 0.008
C -0.775 4.323 3.519 -0.058 0.007 -0.068
C -1.094 3.433 2.508 0.090 -0.029 -0.163
H -3.920 -0.326 3.571 -0.033 0.020 0.075
H -5.695 -1.994 3.810 -0.027 -0.031 0.047
H -6.577 -3.160 1.822 -0.084 -0.102 0.017
H -5.651 -2.672 -0.412 -0.044 -0.033 -0.065
H -3.873 -0.971 -0.655 -0.056 -0.011 -0.068
H -3.935 1.094 -1.657 -0.016 -0.076 -0.084
H -5.073 2.742 -3.081 -0.067 -0.024 -0.132
H -5.275 5.086 -2.345 -0.076 0.072 -0.070
H -4.378 5.769 -0.148 -0.030 0.094 0.008
H -3.256 4.128 1.288 -0.024 0.057 0.020
H -2.954 1.246 4.315 -0.014 0.005 0.044
H -2.349 2.805 6.097 -0.043 0.010 0.058
H -0.996 4.807 5.595 0.049 0.042 0.065
H -0.168 5.188 3.299 0.077 0.103 -0.038
H -0.720 3.588 1.504 0.053 0.083 -0.021
F -1.415 -1.721 0.801 1.215 -0.487 -0.841
C -0.169 -2.259 0.439 0.071 1.058 0.385
F 0.448 -2.412 1.649 0.122 0.153 -1.253
C -0.480 -3.660 -0.106 -0.296 -0.828 -0.759
F 0.571 -4.164 -0.771 0.241 0.092 0.190
F -0.845 -4.552 0.808 0.158 0.472 0.176
F -1.483 -3.591 -1.007 -0.083 0.218 0.072
```
Forces are in eV/Å.

Summary:
Total energy: -121057.7244 eV
Expectation value of S²: 0.7630
Charge: +2
HOMO level (spin up / spin down): -12.18 / -12.18 eV
Gap between HOMO and LUMO (spin up / spin down): 5.42 / 5.08 eV
2S+1: 2
Molecular weight: 1101.0 g/mol
Energy relative to the best compared isomer or geometry (same formula, charge and spin): 311.3 kJ/mol

Mulliken atomic charge list, values in e, 8 entries: Ir 1.720; C -1.509; N 0.165; C -1.233; C 0.712; N -0.594; N 0.018; C 0.661

***

Number 1 is which compound? C3H5N2